1.
Below is C23H22AuN3O4P as an isolated structure at a distorted geometry, with properties calculated with ωB97M-V with the def2-TZVPD basis set.

For the HOMO-LUMO gap (alpha / beta), the calculation gives 0.20405 / 0.26818 hartree. For the LUMO energy (alpha / beta), the calculation gives -3.40 / -4.46 eV. As for the expectation value of S²: 2.013. As for the HOMO energy (alpha / beta): -8.95 / -11.76 eV. The multiplicity is 3. The energy relative to the best compared isomer or geometry (same formula, charge and spin) comes out at 32.5 kJ/mol. Its net charge is +1.

Geometry as XYZ:
```
54
Properties=species:S:1:pos:R:3:forces:R:3
Au -0.234 0.540 -1.535 -0.0005 0.3940 -0.7019
N -0.413 1.294 -3.636 0.6943 -0.0684 0.9367
C -1.419 0.501 -4.340 -2.1429 1.8811 1.7442
C -2.575 0.103 -3.332 -0.3287 -0.0956 -1.2086
O -3.618 -0.338 -3.814 0.8979 0.4540 0.7430
N -2.307 0.245 -1.991 -0.3168 -0.2289 -0.2346
C -3.250 -0.112 -1.048 1.0667 0.2882 0.3794
C -3.216 4.547 -3.329 1.4142 -1.1603 0.3580
O -4.263 4.777 -3.730 -0.7217 0.5587 -0.1758
O -2.157 4.210 -2.949 -0.6544 0.4984 -0.2038
H -0.687 2.257 -3.467 -0.3915 0.0007 -0.2466
H 0.481 1.336 -4.098 0.2817 -0.1988 -0.2705
H -1.048 -0.413 -4.670 1.0103 -1.3789 -0.8379
H -1.852 1.104 -5.148 -0.0464 -0.5308 0.0769
H -2.900 -0.030 -0.008 -0.5869 -0.1317 -0.6347
H -4.227 -0.457 -1.352 0.0770 0.0322 -0.0038
O 2.574 -0.597 -2.865 0.4437 -0.9436 -0.5198
N 2.185 0.053 -1.714 -1.6422 -0.1943 -0.4815
C 3.090 0.326 -0.905 1.7887 -0.3124 0.5939
C 2.933 0.891 0.426 -0.2013 0.3593 0.2503
C 4.053 1.489 0.934 1.7440 0.7232 0.7864
C 4.084 2.104 2.198 0.4546 -0.1670 -1.7523
C 2.935 2.192 2.919 -1.0379 0.0912 1.5248
C 1.790 1.467 2.528 -0.0477 -0.1858 -1.7446
C 1.794 0.860 1.247 -0.8038 -0.4351 0.5373
P 0.296 -0.036 0.624 0.4254 -0.3871 0.8419
C -0.932 0.114 1.934 -1.0180 0.6014 0.0524
C -1.220 -1.012 2.714 0.3206 0.4808 -0.3028
C -2.235 -0.905 3.663 0.6384 -0.0642 -0.3132
C -2.921 0.286 3.803 -0.1166 0.3197 0.7987
C -2.662 1.456 3.069 0.7610 -1.4353 -0.6819
C -1.676 1.330 2.091 0.3188 -0.7305 0.1646
C 0.696 -1.832 0.504 -0.7143 0.6220 -1.1881
C 1.506 -2.496 1.400 0.7870 -1.1442 -0.1431
C 1.741 -3.897 1.255 -0.4827 0.6914 0.5163
C 1.068 -4.556 0.240 -0.0496 0.3006 -0.3381
C 0.249 -3.886 -0.673 -0.3307 0.0653 0.5814
C 0.057 -2.510 -0.566 1.6553 -1.6599 1.6857
H 3.056 -1.434 -2.630 -0.5302 1.0376 -0.0720
H 4.121 0.067 -1.201 -0.2716 0.1449 0.1645
H 4.992 1.566 0.366 -0.5611 -0.3549 0.0266
H 5.026 2.557 2.482 -0.2707 0.1519 0.2807
H 2.947 2.833 3.814 -0.2412 -0.6573 -0.2493
H 0.840 1.370 3.069 0.7414 0.4397 0.1840
H -0.600 -1.900 2.543 -0.6509 0.1985 0.4129
H -2.455 -1.718 4.350 -0.0178 0.0415 -0.2737
H -3.607 0.244 4.629 -0.5819 0.5551 0.0355
H -3.195 2.393 3.170 -0.0851 -0.1922 0.2279
H -1.480 2.175 1.447 0.1868 0.0628 -0.1537
H 2.002 -1.901 2.153 0.0696 -0.1997 0.3182
H 2.323 -4.497 1.982 -0.2235 0.7624 -0.5489
H 1.157 -5.614 0.089 0.1972 -0.3981 0.2648
H -0.330 -4.511 -1.356 0.3043 0.4878 -0.1873
H -0.518 -2.037 -1.286 -1.2099 1.0107 -1.0185
```
Forces are in eV/Å.

Löwdin atomic charge list, values in e, 2 entries: atom 1 (Au): 0.93, atom 2 (N): -0.06



2.
Below is C23H22BFeN5S2 as an isolated structure, with properties calculated with ωB97M-V with the def2-TZVPD basis set.

For the HOMO-LUMO gap (alpha / beta), the calculation gives 0.28071 / 0.26858 hartree. For the LUMO energy (alpha / beta), the calculation gives -3.41 / -4.19 eV. As for the expectation value of S²: 8.769. As for the HOMO energy (alpha / beta): -11.04 / -11.50 eV. The multiplicity is 6. Its net charge is +1.

Geometry as XYZ:
```
54
Properties=species:S:1:pos:R:3:forces:R:3
Fe 0.313 0.356 0.137 -0.5735 0.6262 -0.0841
C 0.438 4.652 -0.664 0.0281 -0.0564 0.0124
C -0.767 4.815 -1.337 -0.0074 -0.0636 0.0142
C -1.585 3.720 -1.579 -0.0554 0.1194 -0.0825
C -1.204 2.460 -1.130 -0.1745 -0.0974 -0.0933
C -0.020 2.304 -0.418 0.6400 -0.2130 0.4100
C 0.814 3.391 -0.204 -0.1285 0.1915 -0.0813
C -1.986 1.231 -1.391 -0.0002 0.1711 -0.0161
C -3.105 1.188 -2.249 -0.0408 0.1378 -0.0091
C -3.728 0.003 -2.482 -0.1260 -0.0930 -0.0609
C -3.296 -1.177 -1.830 -0.0446 -0.0098 -0.0476
C -3.926 -2.431 -2.006 -0.0599 0.0588 -0.0434
C -3.503 -3.520 -1.300 0.0742 -0.0534 0.0913
C -2.441 -3.393 -0.377 -0.1006 -0.0785 -0.0727
C -1.802 -2.198 -0.204 0.1115 0.1456 -0.0125
C -2.205 -1.070 -0.951 -0.0144 0.1079 0.0800
N -1.553 0.132 -0.791 0.2383 -0.5545 0.0402
H 1.086 5.506 -0.502 -0.0389 -0.0298 -0.0032
H -1.067 5.795 -1.684 0.0093 -0.0210 0.0045
H -2.515 3.864 -2.115 0.0415 0.0222 0.0088
H 1.764 3.271 0.307 -0.0347 -0.0028 -0.0015
H -3.448 2.093 -2.729 0.0311 -0.0419 0.0016
H -4.574 -0.046 -3.159 0.0357 -0.0146 0.0217
H -4.758 -2.508 -2.696 0.0354 0.0187 0.0247
H -3.993 -4.476 -1.428 0.0156 0.0216 0.0108
H -2.143 -4.251 0.214 0.0038 0.0255 -0.0181
H -1.011 -2.095 0.532 0.0165 -0.0360 -0.0281
C 0.919 -2.623 -2.410 0.0469 -0.0541 0.1738
N 1.330 -2.709 -1.009 -0.0989 0.0281 -0.3511
C 1.225 -3.826 -0.220 -0.0183 -0.0208 -0.0264
C 1.742 -3.495 0.987 0.0584 0.0275 0.0720
N 2.180 -2.194 0.928 0.0136 0.1813 0.2360
B 2.982 -1.563 2.144 0.0929 -0.0535 0.0705
N 2.712 -0.025 2.350 0.0328 -0.2800 -0.0679
C 3.727 0.877 2.560 -0.0308 -0.1168 -0.0611
C 3.174 2.059 2.921 -0.0767 0.0400 0.0320
N 1.812 1.871 2.918 -0.2604 0.2889 0.0277
C 0.806 2.865 3.293 0.1602 -0.0689 -0.0121
C 1.546 0.597 2.562 0.1449 0.0017 0.1806
S -0.058 -0.073 2.393 0.3290 0.1105 -0.2239
C 1.916 -1.717 -0.294 0.2469 -0.3760 -0.1359
S 2.286 -0.140 -0.945 -0.3081 -0.1820 0.2158
H 0.231 -3.439 -2.612 -0.0069 -0.0207 0.0050
H 1.784 -2.697 -3.065 0.0463 -0.0125 -0.0002
H 0.421 -1.677 -2.594 -0.0391 0.0757 0.0268
H 0.795 -4.746 -0.579 0.0249 0.0831 0.0015
H 1.843 -4.079 1.887 0.0053 0.0789 -0.0633
H 4.165 -1.676 1.927 -0.1544 0.0127 0.0082
H 2.607 -2.159 3.126 0.0590 0.0704 -0.1347
H 4.760 0.601 2.437 -0.0755 -0.0256 0.0128
H 3.625 3.002 3.180 -0.0576 -0.0346 -0.0063
H 1.293 3.835 3.348 0.0068 -0.0003 0.0009
H 0.375 2.617 4.260 0.0109 -0.0194 0.0204
H 0.021 2.896 2.545 -0.0337 -0.0144 -0.0666
```
Forces are in eV/Å.

Löwdin atomic charge list, values in e, 2 entries: atom 1 (Fe): 0.57, atom 2 (C): -0.06



3.
Below is C23H22BrClNO4Ti as an isolated structure, with properties calculated with ωB97M-V with the def2-TZVPD basis set.

For the HOMO-LUMO gap (alpha / beta), the calculation gives 0.27389 / 0.29654 hartree. For the LUMO energy (alpha / beta), the calculation gives -0.33 / -0.29 eV. As for the expectation value of S²: 0.754. As for the HOMO energy (alpha / beta): -7.78 / -8.36 eV. The multiplicity is 2. Its net charge is 0.

Geometry as XYZ:
```
53
Properties=species:S:1:pos:R:3:forces:R:3
Ti 0.496 0.130 0.715 -0.1163 0.3335 -0.1652
C -0.703 1.110 2.453 0.0113 -0.0292 0.0252
C -1.104 1.737 1.243 0.0715 -0.0469 -0.0293
C 0.009 2.454 0.724 -0.0710 -0.0083 -0.0040
C 1.101 2.253 1.600 -0.0264 -0.0202 0.0396
C 0.652 1.442 2.683 0.0443 -0.0594 -0.0566
C 1.445 1.028 3.885 0.0060 0.0161 -0.0059
C 2.472 2.848 1.457 -0.0112 -0.0181 -0.0138
C -0.038 3.327 -0.491 -0.0167 -0.0059 0.0110
C -2.473 1.699 0.635 0.0177 -0.0119 0.0318
C -1.552 0.247 3.335 0.0020 -0.0014 -0.0221
H 1.663 -0.040 3.878 -0.0108 0.0003 -0.0015
H 0.887 1.252 4.796 0.0077 0.0099 0.0052
H 2.389 1.569 3.938 0.0076 -0.0115 -0.0051
H 2.516 3.839 1.916 0.0092 -0.0012 0.0030
H 2.754 2.952 0.410 -0.0003 0.0144 0.0061
H 3.226 2.227 1.941 0.0049 -0.0007 -0.0020
H -0.435 2.787 -1.353 0.0182 0.0038 -0.0123
H 0.948 3.707 -0.751 0.0045 -0.0042 0.0014
H -0.686 4.188 -0.309 0.0072 -0.0004 -0.0103
H -2.960 0.738 0.811 -0.0018 0.0046 -0.0018
H -2.429 1.867 -0.441 -0.0148 -0.0022 -0.0070
H -3.111 2.472 1.069 0.0004 0.0066 -0.0066
H -0.936 -0.460 3.891 -0.0013 0.0011 0.0069
H -2.266 -0.332 2.748 -0.0080 0.0077 0.0086
H -2.115 0.848 4.054 -0.0017 -0.0046 0.0017
Br 2.358 1.472 -2.316 0.0170 -0.0523 -0.0046
C 2.758 -0.267 -1.709 -0.0282 0.0497 0.0215
C 3.542 -1.091 -2.498 0.0110 0.0059 -0.0171
C 3.852 -2.351 -2.016 0.0397 -0.0760 -0.0090
C 3.395 -2.737 -0.767 -0.0223 0.0818 -0.0299
C 2.623 -1.841 -0.056 0.0458 -0.0821 0.1424
N 2.291 -0.628 -0.522 -0.0687 0.0264 -0.0188
C 2.118 -2.165 1.345 0.0103 0.0775 0.0531
O 2.417 -3.223 1.851 0.0249 -0.0137 -0.0103
O 1.414 -1.212 1.866 0.0629 -0.1972 -0.0051
H 3.897 -0.749 -3.458 -0.0117 0.0315 0.0061
H 4.459 -3.019 -2.613 -0.0019 -0.0018 0.0058
H 3.615 -3.696 -0.320 -0.0023 -0.0056 -0.0051
Cl -5.158 -3.162 -4.654 -0.0157 -0.0014 -0.0101
C -3.996 -2.475 -3.566 0.0361 -0.0072 0.0152
C -3.205 -1.420 -3.997 0.0139 0.0305 -0.0094
C -2.276 -0.877 -3.125 -0.0276 -0.0204 -0.0062
C -2.147 -1.389 -1.839 0.0220 0.0157 0.0164
C -2.945 -2.447 -1.421 -0.0090 0.0002 -0.0160
C -3.875 -2.997 -2.287 -0.0173 -0.0101 0.0157
C -1.154 -0.798 -0.911 0.1164 0.1381 0.0238
O -1.032 -1.236 0.275 -0.1445 -0.0770 0.0367
O -0.410 0.158 -1.273 0.0241 -0.0780 0.0139
H -3.319 -1.033 -5.000 -0.0133 -0.0128 -0.0023
H -1.645 -0.054 -3.432 0.0046 0.0016 0.0056
H -2.827 -2.832 -0.417 0.0050 0.0030 -0.0007
H -4.502 -3.821 -1.979 -0.0032 0.0019 -0.0083
```
Forces are in eV/Å.

Löwdin atomic charge list, values in e, 2 entries: atom 1 (Ti): 1.08, atom 2 (C): -0.28



4.
Below is C23H22F10GaINO22S as an isolated structure at a distorted geometry, with properties calculated with ωB97M-V with the def2-TZVPD basis set.

For the HOMO-LUMO gap, the calculation gives 0.29035 hartree. For the LUMO energy, the calculation gives 0.98 eV. As for the HOMO energy: -6.92 eV. The multiplicity is 1. Its net charge is -1.

Geometry as XYZ:
```
81
Properties=species:S:1:pos:R:3:forces:R:3
O 5.422 -1.046 -2.380 -3.8423 -6.6174 -6.1064
C 4.913 -1.992 -3.189 2.8511 4.5997 3.3643
F 4.675 -1.650 -4.610 0.6538 -1.2415 4.0254
N 4.630 -3.397 -2.705 -1.2485 2.5990 -1.9643
C 3.120 -3.693 -2.684 -3.7994 2.0350 -4.7623
O 2.247 -3.174 -3.576 5.8958 -2.7525 5.6869
Ga 2.531 -5.035 -1.167 -0.9264 -0.0091 -1.9594
I -0.059 -5.471 -1.447 1.2110 0.1579 0.2618
C 3.677 -6.736 -1.445 3.8067 -1.4585 -5.2519
O 4.343 -6.857 -2.627 -4.0794 0.6619 7.3885
C 3.841 -7.988 -0.400 -1.4020 -1.7416 -0.9640
F 4.222 -9.186 -1.237 -0.8178 3.3239 3.0327
F 2.534 -8.310 0.219 3.8766 1.0345 -1.7282
C 4.926 -7.752 0.806 -0.8797 -1.4925 2.6287
F 4.584 -6.600 1.714 1.2076 -3.7504 -3.6185
F 4.829 -8.972 1.692 0.4439 3.6789 -2.7531
C 6.492 -7.668 0.330 2.4958 0.5860 -0.3144
F 7.060 -8.992 -0.068 -2.0373 4.0253 1.0335
F 6.770 -6.702 -0.757 -1.3552 -3.2027 3.0987
C 7.407 -7.155 1.633 0.6391 -1.0118 6.5131
O 7.191 -7.568 2.892 1.2986 2.7013 -9.1135
O 8.480 -6.148 1.363 -1.8353 -3.1619 0.0490
S 2.932 -3.923 0.824 3.5787 -1.5520 6.0212
O 4.471 -3.679 1.072 -5.1847 -0.4528 -1.4669
O 2.256 -4.691 2.002 1.5901 2.6101 -3.9413
C 2.162 -2.175 0.869 -0.2474 2.7455 0.5662
F 2.925 -1.371 1.895 -3.0267 -2.3433 -3.2259
F 2.348 -1.452 -0.418 -1.1511 -2.2382 4.2233
F 0.737 -2.317 1.268 4.6648 1.0902 -1.5803
H 5.143 -4.108 -3.277 -0.7144 0.6967 0.5150
H 9.355 -6.601 1.181 -1.5733 0.3772 0.3302
C -0.409 0.035 2.752 1.1569 -0.7691 -0.0230
C -0.311 1.502 3.015 1.0553 0.4198 0.5127
O -1.524 2.009 2.490 -1.1231 -0.4782 -0.3013
C -2.417 0.977 2.488 -1.6716 -0.3215 -0.2721
O -3.609 1.098 2.259 2.2144 -0.0703 0.3768
O -1.803 -0.208 2.777 -1.1258 1.1777 -0.2323
H 0.101 -0.560 3.514 -0.2404 0.0652 -0.1868
H -0.020 -0.240 1.766 -0.1375 0.1177 0.1691
H -0.265 1.733 4.085 0.0043 -0.0420 -0.1295
H 0.548 1.958 2.516 -0.2727 0.0363 0.0448
C -4.678 3.799 0.845 -0.3740 -1.0136 0.9370
C -3.710 3.542 -0.264 0.6093 -1.1704 -0.0012
O -3.901 4.648 -1.126 -0.4772 1.1673 0.2912
C -4.420 5.657 -0.368 -0.3185 1.8613 -0.4944
O -4.550 6.808 -0.749 0.1986 -2.2428 0.7043
O -4.772 5.211 0.873 0.3193 0.8994 -1.1135
H -4.324 3.415 1.805 -0.1089 0.1743 -0.2115
H -5.670 3.383 0.639 0.0979 0.0511 -0.0277
H -2.671 3.537 0.081 -0.1047 -0.0062 -0.0018
H -3.916 2.603 -0.786 0.0491 0.2442 -0.0287
C -3.819 3.621 -5.420 -0.7795 0.7838 -0.2426
C -3.168 3.374 -4.098 -0.1513 0.6272 0.9952
O -2.675 2.053 -4.220 0.1136 -0.3967 -0.9423
C -2.520 1.809 -5.554 1.3090 -2.2492 -0.9188
O -1.956 0.830 -6.014 -1.3376 2.2981 1.0202
O -3.078 2.803 -6.305 0.5151 -0.6725 0.2864
H -3.761 4.670 -5.722 0.0438 -0.2359 -0.0979
H -4.866 3.302 -5.437 0.0869 0.0260 0.0384
H -2.327 4.050 -3.913 -0.0769 -0.0417 -0.0124
H -3.874 3.449 -3.266 0.2149 -0.1120 -0.1490
C -9.434 7.020 -1.964 -0.7305 0.7706 -0.2747
C -8.783 6.772 -0.642 0.0086 0.7079 0.9756
O -8.290 5.451 -0.764 0.1131 -0.4363 -0.9340
C -8.135 5.207 -2.098 1.2367 -1.9984 -0.9031
O -7.571 4.229 -2.558 -1.2378 2.1861 1.0305
O -8.693 6.201 -2.850 0.4983 -0.7413 0.3467
H -9.377 8.069 -2.267 0.0577 -0.2416 -0.1097
H -10.481 6.701 -1.981 0.0774 0.0054 0.0036
H -7.942 7.448 -0.457 -0.0464 -0.0902 -0.0390
H -9.489 6.847 0.190 0.1848 -0.1876 -0.0802
C 3.546 2.729 4.863 0.1656 1.1436 -0.0149
C 4.606 1.677 4.802 1.1274 0.0987 -0.2423
O 3.940 0.517 5.265 -1.1456 0.0367 0.0091
C 2.607 0.711 5.045 -1.4647 -2.0717 0.3034
O 1.756 -0.154 5.168 1.8433 2.0753 -0.2542
O 2.350 1.997 4.668 -0.0442 -0.8560 0.1298
H 3.668 3.487 4.085 -0.2005 -0.1547 0.0929
H 3.503 3.223 5.839 -0.0072 -0.0559 -0.0646
H 4.960 1.498 3.781 -0.0540 0.0017 0.0918
H 5.463 1.912 5.439 -0.1635 -0.2172 -0.0436
```
Forces are in eV/Å.

Löwdin atomic charge list, values in e, 2 entries: atom 1 (O): 0.01, atom 2 (C): -0.22



Question: Which value of multiplicity does entry 2 give?
Answer: 6